No. 1
Entry from the OMol25 dataset: a molecular structure, C21H53ClOP2SiTi at a distorted geometry (the ωB97M-V functional and the def2-TZVPD basis).

Values from the calculation:
Net charge: -1
Frontier orbital gap (spin up / spin down), eV: 4.9 / 5.1
E_LUMO (spin up / spin down), eV: 2.6 / 2.6
HOMO level (spin up / spin down), eV: -2.387 / -2.504
Expectation value of S²: 0.757
Relative energy (zero: lowest compared OMol25 entry of this formula, charge and spin), kJ/mol: 595.75
Multiplicity: 2

Atoms and positions in Å:
H (2.317, -1.543, -2.592)
H (-2.492, 4.933, -1.492)
H (-0.911, -4.611, -0.110)
H (1.647, -2.271, 1.895)
H (1.606, 1.617, 1.996)
H (1.915, -1.481, 5.137)
H (2.916, -3.287, 1.278)
H (0.282, -4.674, -2.352)
C (3.271, -3.285, -1.748)
C (0.834, 3.246, 0.732)
H (4.054, -1.519, 2.343)
H (-2.136, 3.603, 1.817)
P (-0.720, 2.291, 0.496)
H (3.200, 0.092, -1.148)
C (-3.140, 1.703, 1.745)
H (1.103, -3.694, -3.613)
C (1.566, 0.871, 4.317)
H (-0.622, -4.077, -3.758)
H (-0.596, 3.186, 3.576)
H (-3.769, 2.067, 0.921)
H (1.477, -4.310, -0.292)
P (0.850, -2.179, -0.911)
H (3.460, -1.055, 0.200)
C (1.406, -1.709, 4.193)
H (-2.999, 1.467, -1.232)
C (0.615, 4.745, 0.988)
H (4.500, -1.118, -1.239)
O (1.334, -0.933, 1.039)
H (-3.340, 4.059, -0.203)
H (-3.733, 1.768, 2.672)
H (-2.899, 0.645, 1.571)
H (-2.051, 2.281, 4.043)
H (1.688, -2.737, 3.979)
C (1.845, -3.271, 1.496)
H (4.153, -0.472, 3.763)
H (-1.044, -3.370, 1.181)
H (1.789, 3.247, 2.714)
C (-0.229, -2.540, -2.308)
H (-1.980, -2.103, -1.031)
H (-3.082, 2.785, -2.430)
C (1.810, 2.695, 1.760)
Cl (-1.028, -0.882, 2.170)
H (-1.848, 4.972, 0.159)
H (1.306, 3.128, -0.259)
C (-2.343, 4.333, -0.578)
H (2.336, 0.631, 5.056)
H (1.609, -3.918, 2.337)
H (-2.243, -1.941, -2.783)
H (0.312, 5.272, 0.076)
H (-1.368, -0.153, -1.003)
H (-0.663, 3.396, -1.566)
C (-0.389, -4.127, 0.730)
C (-1.738, -2.543, -2.010)
H (1.545, 0.522, 0.241)
C (0.958, -3.553, 0.289)
H (-0.128, 4.920, 1.778)
H (0.334, -1.663, 4.370)
H (-1.773, 1.580, -2.526)
H (3.732, -3.605, -0.803)
H (1.668, 1.942, 4.164)
C (3.466, -0.945, -0.897)
H (1.567, 5.191, 1.324)
C (-1.865, 2.545, 1.908)
H (2.842, 2.731, 1.367)
H (4.087, -3.149, -2.479)
Si (1.914, -0.385, 2.934)
H (-0.669, 1.414, 3.355)
C (-2.393, 2.168, -1.829)
H (4.218, 0.261, 2.138)
Ti (-0.060, 0.120, -0.086)
C (3.769, -0.539, 2.734)
H (-0.207, -4.909, 1.491)
C (2.532, -1.951, -1.589)
C (-1.245, 2.345, 3.291)
H (-2.151, -3.563, -2.052)
H (2.631, -4.094, -2.123)
C (-1.525, 3.083, -0.950)
H (-0.018, -1.677, -2.967)
C (0.175, -3.825, -3.044)
H (0.602, 0.668, 4.783)



No. 2
Entry from the OMol25 dataset: 14 unconnected molecules or ions with the total composition C40H107F6N22O22S2 at a distorted geometry (the ωB97M-V functional and the def2-TZVPD basis).

Values from the calculation:
Net charge: -1
Frontier orbital gap, eV: 9.0
E_LUMO, eV: 2.0
HOMO level, eV: -6.983

Atoms and positions in Å:
C (4.268, 2.225, 3.526)
H (7.807, 0.436, -4.664)
N (-1.711, 1.325, -6.921)
O (0.682, -5.777, -4.176)
H (5.652, 3.753, -1.868)
H (2.124, -3.008, 5.663)
C (-4.789, -2.265, 6.871)
N (-4.518, -1.196, 6.014)
H (-1.962, 0.476, -7.408)
H (3.779, -1.457, 8.479)
H (0.426, 0.204, -7.937)
H (3.980, 3.311, -2.321)
H (-3.569, -5.926, 3.439)
H (3.524, 4.572, 1.890)
C (3.608, -1.725, 7.424)
H (0.510, -2.640, -4.892)
H (-1.781, -7.245, -1.346)
O (-7.378, -8.218, 2.944)
H (6.172, 0.640, -3.952)
H (-2.370, -0.381, 3.555)
H (5.061, 2.678, 4.090)
C (4.465, 4.110, 1.951)
O (0.492, -4.202, 4.402)
C (4.330, -0.124, -1.570)
N (2.295, -4.521, -5.227)
H (1.284, -3.111, 2.784)
C (0.545, -1.810, 5.248)
O (3.138, 3.269, -6.788)
C (-1.578, -1.419, -0.161)
H (5.587, -3.116, 6.009)
H (-2.734, -2.091, 5.280)
H (4.885, -2.214, -6.388)
C (-5.628, 7.761, -2.586)
H (-0.622, -3.651, -3.980)
C (3.117, 4.436, -6.569)
C (-0.191, -3.139, 5.089)
O (-3.092, -1.898, 8.458)
N (2.068, 5.002, -5.873)
H (5.725, -2.788, 7.697)
H (-5.369, -1.895, 7.706)
C (-3.850, -0.726, -4.863)
H (-1.913, -0.573, -4.092)
H (-0.838, 6.884, -4.105)
H (-2.298, -5.188, 1.668)
N (0.008, 0.651, -0.805)
H (-1.467, -5.541, -0.724)
H (0.803, -4.801, 2.479)
O (3.829, -3.075, 7.191)
H (2.838, -5.377, -5.425)
C (-2.258, -6.351, -0.866)
C (-0.463, 1.752, -6.971)
H (-2.319, 2.446, 4.295)
C (4.551, 3.961, -1.751)
N (3.376, -1.114, -1.497)
C (-1.631, 1.671, 4.623)
C (-3.099, -5.874, 1.361)
H (-5.486, 4.155, -4.656)
H (4.259, -1.197, 6.702)
H (-2.172, 1.612, -6.069)
C (-2.823, 8.431, -3.011)
H (5.626, -0.765, -6.200)
C (-3.571, -2.881, 7.568)
H (4.000, 0.324, 0.342)
H (-3.884, 10.105, -3.718)
H (-1.659, -1.029, 9.486)
C (0.551, -3.881, 2.993)
H (-1.075, -2.164, 8.224)
H (-3.878, 3.440, -5.110)
H (-4.172, -1.961, 4.132)
N (4.170, 5.275, -6.981)
H (0.438, -1.368, 4.231)
H (-0.897, 2.034, 5.315)
H (5.114, 5.543, 0.349)
H (-0.506, 2.674, 0.451)
H (4.791, 2.207, -4.906)
H (5.005, 4.528, 2.803)
H (-1.075, -2.889, 4.516)
H (-8.712, -9.695, 2.400)
C (-5.058, -8.322, 3.456)
C (-3.502, -6.661, 2.632)
C (-8.354, -8.724, 2.056)
H (-3.896, -3.776, 8.072)
H (-5.571, -6.620, 2.612)
H (-3.099, -5.978, -1.482)
H (5.276, -4.486, 7.098)
H (0.013, -1.193, 5.969)
H (2.077, 5.953, -5.557)
H (-1.913, 8.838, -2.554)
H (5.461, -1.534, 2.698)
H (2.681, -1.167, -0.786)
H (-4.914, 0.899, -5.088)
C (-2.586, 5.491, -4.001)
H (-6.229, 8.150, -1.753)
F (1.664, 2.945, -1.419)
N (1.927, -2.008, 5.678)
H (-6.358, 7.213, -3.239)
H (-4.249, -9.016, 3.498)
N (6.914, 0.849, -4.616)
H (-2.829, -3.224, 6.844)
F (0.493, 3.765, -2.930)
H (-4.302, 3.737, -3.409)
H (-9.200, -7.989, 2.041)
H (-3.905, -5.253, 1.013)
H (3.859, -2.024, 2.133)
H (-2.465, -2.124, -4.641)
C (0.942, 2.605, -2.447)
N (3.156, 0.434, -5.615)
N (4.767, -1.220, -6.454)
H (2.575, -3.584, -5.531)
H (4.114, -1.740, 3.876)
O (0.266, -1.546, -2.172)
N (-2.597, 8.026, -4.389)
C (-3.601, -1.418, 4.904)
O (-4.605, -1.435, -5.446)
H (3.675, 2.356, 1.492)
C (1.044, -4.683, -4.604)
N (-4.807, -7.268, 2.478)
H (-1.663, -2.766, 9.795)
H (4.519, 5.021, -2.045)
H (-5.971, -9.421, 2.002)
S (-0.561, 1.630, -1.959)
N (-2.666, -1.182, -4.384)
H (5.022, 1.404, -0.495)
N (1.439, 1.308, 1.859)
H (-6.463, -9.928, 3.670)
H (-3.498, 7.868, -4.776)
C (-3.988, 9.397, -2.969)
C (6.939, 2.245, -4.915)
H (-1.036, 1.408, 3.723)
H (2.258, 1.033, 2.405)
H (-1.764, 6.585, -5.566)
H (4.316, 0.433, 4.730)
O (-3.929, 5.450, -4.481)
O (-1.477, 2.606, -1.362)
H (-0.365, -3.579, 6.095)
F (1.679, 1.942, -3.291)
H (3.804, 6.037, -7.526)
O (-0.966, 0.972, -3.202)
C (5.077, 4.457, 0.592)
N (5.633, 2.765, -5.007)
H (-7.894, -8.753, 1.023)
C (0.833, 2.560, 2.096)
O (2.567, -1.721, -5.864)
C (-4.414, 4.145, -4.434)
C (2.169, -1.473, 7.036)
H (3.210, -1.413, -2.442)
H (-4.183, 0.911, -3.563)
C (4.587, 0.741, 3.721)
H (-0.419, -3.479, 2.667)
F (-1.638, -1.154, 1.125)
H (-0.226, 3.977, 1.608)
N (4.631, 0.497, -0.429)
C (-1.844, 6.796, -4.494)
H (-5.109, -7.977, 4.488)
N (4.435, 2.674, 2.053)
H (-3.106, 7.589, -2.418)
C (-1.829, -2.010, 8.996)
O (3.976, -0.063, 2.687)
N (0.216, -3.549, -4.571)
H (5.542, 3.751, -5.007)
H (2.236, 0.482, -5.261)
O (1.068, -1.246, 0.129)
O (-5.179, 8.737, -3.417)
H (4.888, 4.789, -7.556)
N (-4.065, 0.704, -4.554)
O (7.929, 2.880, -5.156)
H (-2.787, -7.456, 2.866)
H (5.660, 0.482, 3.671)
O (-2.611, -6.863, 0.427)
H (6.100, 4.151, 0.552)
H (1.350, 1.555, -7.621)
C (3.486, -0.875, -5.914)
C (-6.278, -9.106, 2.996)
C (5.181, -3.371, 6.995)
C (4.397, -1.429, 2.876)
O (-2.363, 0.665, 5.238)
N (0.421, 1.194, -7.848)
H (1.351, 4.279, -5.723)
H (-4.323, -0.354, 6.562)
H (-2.016, 4.572, -4.268)
O (1.175, 3.246, 3.065)
H (1.332, 0.916, 0.932)
H (-3.915, 0.410, 3.914)
S (0.131, -0.928, -0.905)
H (-4.821, 7.093, -2.315)
O (4.934, 0.162, -2.601)
H (2.013, -0.410, 7.059)
N (-0.218, 2.985, 1.378)
H (3.424, 1.307, -6.089)
F (-1.784, -2.756, -0.307)
C (-3.099, -0.136, 4.351)
O (-0.134, 2.730, -6.310)
H (-4.065, 9.993, -2.033)
H (-5.448, -3.035, 6.455)
F (-2.513, -0.628, -0.790)
H (3.257, 2.422, 3.890)
H (1.498, -1.987, 7.740)
O (4.192, 3.781, -0.358)
H (-2.658, 5.419, -2.923)



No. 3
Entry from the OMol25 dataset: a molecular structure, C14H33BaO8 at a distorted geometry (the ωB97M-V functional and the def2-TZVPD basis).

Values from the calculation:
Net charge: +1
Frontier orbital gap, eV: 6.6
E_LUMO, eV: -4.1
HOMO level, eV: -10.723
Relative energy (zero: lowest compared OMol25 entry of this formula, charge and spin), kJ/mol: 0.00

Atoms and positions in Å:
H (-3.446, 2.550, 2.583)
H (3.615, -6.550, 2.138)
H (-6.385, 1.092, -4.318)
H (-1.796, 4.819, -0.290)
H (4.317, -1.095, -0.803)
C (1.733, -0.729, 1.370)
H (-0.456, -0.481, 1.406)
C (-2.551, 3.114, 2.864)
H (-0.699, 3.216, 1.220)
H (-6.195, -1.754, -2.172)
H (6.778, -3.821, -0.954)
O (-3.849, 0.172, -0.822)
H (5.256, -7.032, 2.076)
C (-2.508, 0.282, -0.454)
H (-0.948, 6.894, -1.424)
C (-0.982, 4.230, 1.516)
C (6.157, -4.799, 0.830)
H (-2.311, 1.222, 0.063)
C (4.819, -2.004, -1.124)
H (0.099, 7.948, -0.349)
C (4.525, -6.402, 1.558)
C (-6.129, 0.157, -3.821)
H (-6.894, -0.565, -4.145)
C (5.838, -4.033, -0.440)
H (-0.336, 4.649, 2.294)
H (-6.205, -0.844, -0.763)
H (-1.723, 2.412, 2.974)
H (4.170, -2.515, -1.841)
H (-5.162, -0.180, -4.212)
O (2.304, -0.573, 2.487)
C (0.439, 0.024, 1.061)
H (-3.674, -1.031, -2.521)
O (5.097, -2.895, -0.055)
H (-1.670, 8.028, -0.415)
C (-0.903, 5.108, 0.279)
H (-4.039, -1.883, -1.033)
H (-1.843, 0.257, -1.325)
H (5.715, -1.661, -1.650)
H (0.005, 4.878, -0.288)
H (6.695, -5.718, 0.598)
O (-0.905, 6.466, 0.661)
C (-4.228, -0.950, -1.582)
O (2.032, -1.739, 0.669)
C (-0.806, 7.348, -0.439)
H (0.442, 0.998, 1.550)
Ba (3.980, -2.806, 2.627)
H (5.183, -4.636, -1.081)
H (-2.824, 3.492, 3.857)
H (6.872, -4.186, 1.388)
H (0.432, 0.156, -0.020)
H (4.399, -6.740, 0.532)
O (4.993, -5.052, 1.651)
O (-6.152, 0.300, -2.430)
H (-2.230, -0.508, 0.250)
O (-2.316, 4.221, 2.020)
C (-5.729, -0.852, -1.749)